Record 1
C44H94Cl2N9O15P3 | ωB97M-V/def2-TZVPD

Properties
DFT total energy = -5298.62319 hartree
net charge = +1
LUMO energy (alpha / beta) = -2.045 / -6.718 eV
multiplicity = 2

CARTESIAN COORDINATES (ANGSTROEM)
1 Cl 1.4976 -0.1926 -4.7652
2 C 2.8495 0.9334 -4.8840
3 C 2.4150 2.3088 -4.4001
4 Cl 1.8040 2.3381 -2.6847
5 H 3.3241 0.9116 -5.8650
6 H 3.6061 0.5348 -4.2082
7 H 1.5345 2.6384 -4.9516
8 H 3.2363 3.0247 -4.3677
9 O -2.8831 -2.2040 1.5023
10 P -4.0467 -1.8581 2.3435
11 N -5.5000 -1.6986 1.4696
12 C -6.0199 -2.9041 0.8143
13 C -5.6323 -0.5256 0.6025
14 N -3.9041 -0.3768 3.2394
15 C -2.5877 0.2396 3.3945
16 C -4.9757 0.1047 4.1536
17 N -4.3181 -3.0082 3.6116
18 C -5.6769 -3.1206 4.2557
19 C -3.2051 -3.5846 4.3337
20 H -5.3984 -3.2544 -0.0097
21 H -7.0574 -2.7435 0.5215
22 H -6.2339 -3.6779 1.5516
23 H -4.8021 -0.5671 -0.1027
24 H -5.7081 0.4394 1.1037
25 H -6.5941 -0.6700 0.1104
26 H -1.9897 0.1342 2.4893
27 H -2.6558 1.2990 3.6416
28 H -2.0876 -0.2257 4.2440
29 H -4.6834 0.0573 5.2026
30 H -5.2192 1.1282 3.8686
31 H -5.8517 -0.5359 4.0520
32 H -6.4983 -2.8809 3.5804
33 H -5.8461 -4.1000 4.7031
34 H -5.8091 -2.3816 5.0460
35 H -2.5529 -4.2065 3.7206
36 H -3.5067 -4.1495 5.2158
37 H -2.5456 -2.7609 4.6067
38 O 5.9593 -2.5867 -0.9325
39 P 6.3574 -1.2423 -0.4154
40 N 6.4581 -1.0912 1.2884
41 C 5.5485 -1.8759 2.1087
42 C 7.0794 -0.0390 2.0447
43 N 5.2595 -0.0048 -0.7945
44 C 3.8190 -0.4919 -0.5958
45 C 5.3693 1.4225 -0.5592
46 N 7.8333 -0.6578 -1.0414
47 C 7.7884 -0.4327 -2.4933
48 C 8.9996 -1.2722 -0.4559
49 H 4.9885 -2.6508 1.5852
50 H 4.7654 -1.2000 2.4521
51 H 6.1021 -2.2784 2.9570
52 H 6.4873 0.5158 2.7726
53 H 7.5062 0.6725 1.3377
54 H 7.9998 -0.3729 2.5237
55 H 3.1454 0.0356 -1.2711
56 H 3.6798 -1.5638 -0.7361
57 H 3.5755 -0.2688 0.4429
58 H 6.3001 1.7996 -0.9828
59 H 4.4571 1.9520 -0.8344
60 H 5.4110 1.7250 0.4872
61 H 6.8011 -0.0716 -2.7814
62 H 8.5795 0.1717 -2.9371
63 H 7.8557 -1.3908 -3.0086
64 H 9.3004 -2.1825 -0.9745
65 H 8.8982 -1.5341 0.5973
66 H 9.8347 -0.5852 -0.5931
67 O -5.8134 -0.3009 -5.1196
68 P -4.3804 -0.5409 -4.9894
69 N -3.5147 0.8748 -4.3403
70 C -3.2482 1.9683 -5.2336
71 C -4.0917 1.3139 -3.0833
72 N -3.5852 -0.9635 -6.4774
73 C -2.1160 -1.0920 -6.6110
74 C -4.3377 -1.6642 -7.5653
75 N -3.9459 -1.8968 -4.0223
76 C -2.5992 -1.9528 -3.3816
77 C -4.8827 -2.9684 -3.8073
78 H -3.0214 1.5848 -6.2284
79 H -2.3717 2.4921 -4.8521
80 H -4.1024 2.6430 -5.2897
81 H -3.5201 2.0555 -2.5253
82 H -4.1204 0.4134 -2.4697
83 H -5.0986 1.6982 -3.2461
84 H -1.5564 -0.3017 -6.1106
85 H -1.8722 -2.0534 -6.1588
86 H -1.7626 -1.0229 -7.6398
87 H -4.0338 -2.7056 -7.6719
88 H -5.4193 -1.6028 -7.4452
89 H -4.0689 -1.1911 -8.5098
90 H -1.9566 -2.6915 -3.8607
91 H -1.9924 -1.0486 -3.3334
92 H -2.6394 -2.2193 -2.3255
93 H -5.7703 -2.6405 -3.2664
94 H -4.4359 -3.7844 -3.2394
95 H -5.1526 -3.4674 -4.7381
96 O 1.7104 -3.0273 -1.1867
97 C 2.0439 -3.5345 -2.2896
98 O 1.3917 -4.6928 -2.6225
99 C 1.8603 -5.2318 -3.8422
100 C 2.5754 -4.0742 -4.5567
101 C 3.0778 -3.2067 -3.4178
102 H 1.0744 -5.6987 -4.4359
103 H 2.5523 -6.0657 -3.7253
104 H 1.8562 -3.5843 -5.2131
105 H 3.4436 -4.4955 -5.0634
106 H 2.9090 -2.1407 -3.5697
107 H 4.0925 -3.3392 -3.0423
108 O 0.4674 5.2193 6.7871
109 C 0.8612 4.1850 6.2729
110 O -0.0119 3.2619 5.8651
111 C 0.5395 2.1619 5.2374
112 C 2.0505 2.2708 5.5903
113 C 2.2359 3.7518 5.9081
114 H 0.3995 2.2684 4.1617
115 H 0.0703 1.2059 5.4698
116 H 2.6222 1.9384 4.7238
117 H 2.1425 1.6478 6.4800
118 H 2.6091 4.3165 5.0537
119 H 2.9872 3.8872 6.6861
120 O 0.0494 -1.2758 5.6695
121 C 0.5768 -1.7758 4.7215
122 O -0.1043 -2.6251 3.8796
123 C 0.7530 -3.2337 2.9210
124 C 2.1613 -3.0594 3.5537
125 C 2.0546 -1.7950 4.4058
126 H 0.7467 -2.7743 1.9325
127 H 0.4933 -4.2923 2.9310
128 H 2.8778 -3.0922 2.7329
129 H 2.1929 -3.9244 4.2161
130 H 2.1226 -0.9289 3.7475
131 H 2.7921 -1.7054 5.2033
132 O -4.5366 2.7381 -0.3836
133 C -4.6241 3.2733 0.7074
134 O -3.6066 3.2030 1.5734
135 C -3.8726 3.9198 2.7783
136 C -5.1111 4.7267 2.4937
137 C -5.7059 4.0121 1.3297
138 H -3.1370 4.5740 3.2463
139 H -4.1279 3.1921 3.5486
140 H -4.7674 5.7155 2.1902
141 H -5.7679 4.8376 3.3565
142 H -6.2591 4.6336 0.6256
143 H -6.4135 3.2489 1.6538
144 O 1.3182 1.0491 1.9229
145 C 0.4191 0.8012 1.1276
146 O -0.2324 1.7879 0.4594
147 C -1.0021 1.3549 -0.6743
148 C -0.5418 -0.1159 -0.7309
149 C 0.0354 -0.5699 0.5893
150 H -0.7872 1.7778 -1.6556
151 H -2.0638 1.4824 -0.4634
152 H 0.2244 -0.2694 -1.4907
153 H -1.4131 -0.7096 -1.0076
154 H 0.9721 -1.1272 0.5983
155 H -0.6980 -1.0418 1.2431
156 O 2.8825 5.0140 2.8895
157 C 2.8767 5.1782 1.6915
158 O 3.2115 6.3136 1.1350
159 C 3.0907 6.3403 -0.3596
160 C 2.2585 5.1581 -0.5961
161 C 2.4651 4.2421 0.6012
162 H 4.0943 6.3917 -0.7817
163 H 2.6142 7.2678 -0.6773
164 H 2.5739 4.6350 -1.4989
165 H 1.1925 5.3245 -0.7509
166 H 3.3086 3.5759 0.4199
167 H 1.6261 3.6216 0.9161

Atomic partial charges in e from the Löwdin method, atoms 1 to 4:
1. Cl 0.60
2. C -0.63
3. C -0.58
4. Cl 0.59



Record 2
C51H117N7O11 | ωB97M-V/def2-TZVPD

Properties
DFT total energy = -3223.62656 hartree
net charge = 0
LUMO energy = 0.634 eV
SMILES = CC1(C)CCCC(C)(C)N1O.CC1(C)CCCC(C)(C)N1O.CC1(C)CCCC(C)(C)N1O.COCCNCCOC.COCCNCCOC.COCCNCCOC.COCCNCCOC
energy relative to the best compared isomer or geometry (same formula, charge and spin) = 52.0 kcal/mol

CARTESIAN COORDINATES (ANGSTROEM)
1 C 0.6314 8.3787 9.0973
2 C 0.9441 6.8488 8.9132
3 C 2.5224 6.5883 8.7792
4 C 0.4393 6.0608 10.2108
5 C -0.9524 5.5751 10.2260
6 C -1.3758 4.9103 8.9377
7 C -1.1371 5.8427 7.7207
8 C -1.4204 5.0068 6.4499
9 C -2.2636 6.9455 7.7553
10 N 0.2622 6.3113 7.6732
11 O 0.7674 6.9779 6.5251
12 H 0.8359 8.9125 10.0254
13 H 0.9060 9.1252 8.3520
14 H -0.4429 8.5317 8.9945
15 H 2.6796 5.5123 8.7043
16 H 2.8741 6.9719 7.8214
17 H 3.1396 7.0196 9.5673
18 H 1.1466 5.2631 10.4377
19 H 0.4502 6.7541 11.0519
20 H -1.2119 5.1401 11.1912
21 H -1.6289 6.4149 10.3849
22 H -2.3994 4.5476 9.0310
23 H -0.7716 4.0032 8.9234
24 H -0.8135 4.1016 6.4724
25 H -1.2013 5.6034 5.5644
26 H -2.4775 4.7568 6.3597
27 H -2.1472 7.7858 7.0709
28 H -2.2866 7.4830 8.7032
29 H -3.2606 6.5062 7.7213
30 H 1.4017 6.4045 6.0886
31 C 1.3545 -8.3619 -3.8162
32 C 0.1763 -9.1727 -3.2012
33 C -0.4233 -8.3784 -1.9838
34 C -1.0644 -9.1298 -4.2210
35 C -0.8755 -10.0057 -5.4347
36 C -0.5480 -11.4530 -4.9922
37 C 0.7302 -11.5066 -3.8984
38 C 0.4978 -12.8796 -3.2503
39 C 2.1197 -11.4293 -4.5730
40 N 0.4622 -10.5072 -2.8259
41 O 1.2621 -10.6752 -1.6474
42 H 0.9277 -7.4961 -4.3224
43 H 2.0049 -7.8551 -3.1033
44 H 2.1088 -8.8614 -4.4241
45 H -0.7842 -7.3846 -2.2486
46 H -1.3449 -8.8311 -1.6179
47 H 0.2147 -8.1137 -1.1406
48 H -2.0037 -9.4096 -3.7440
49 H -1.1592 -8.1301 -4.6449
50 H -1.7867 -9.8145 -6.0016
51 H -0.0964 -9.5730 -6.0623
52 H -0.3235 -11.9046 -5.9585
53 H -1.4105 -11.9435 -4.5410
54 H 1.2131 -13.1971 -2.4917
55 H 0.4938 -13.7378 -3.9222
56 H -0.4175 -12.8877 -2.6584
57 H 1.9144 -10.7645 -5.4120
58 H 2.2915 -12.3619 -5.1103
59 H 2.9986 -11.1637 -3.9856
60 H 2.1557 -10.7018 -1.9974
61 C -4.0997 12.7732 -5.8304
62 C -2.6130 12.5278 -6.2849
63 C -1.7347 12.5292 -4.9975
64 C -2.4700 11.1239 -6.9291
65 C -3.0837 11.0623 -8.3390
66 C -2.3108 12.0576 -9.2450
67 C -2.4182 13.5549 -8.7165
68 C -1.4643 14.3757 -9.5253
69 C -3.8721 14.0771 -8.9390
70 N -2.1088 13.5880 -7.2043
71 O -2.0542 14.8843 -6.7453
72 H -4.1775 13.8399 -5.6204
73 H -4.8474 12.6006 -6.6045
74 H -4.2580 12.3557 -4.8360
75 H -2.1560 11.8129 -4.2921
76 H -0.6487 12.4907 -5.0822
77 H -1.8726 13.4438 -4.4208
78 H -1.4116 10.8726 -6.9980
79 H -2.9841 10.3327 -6.3833
80 H -2.8353 10.0546 -8.6719
81 H -4.1624 11.2070 -8.3990
82 H -2.8893 12.0457 -10.1688
83 H -1.3298 11.8627 -9.6783
84 H -0.5167 14.1663 -9.0290
85 H -1.6813 15.4415 -9.4535
86 H -1.2228 14.0986 -10.5515
87 H -4.1133 14.1366 -10.0003
88 H -3.7376 15.1184 -8.6466
89 H -4.6816 13.4959 -8.4973
90 H -1.1166 14.9675 -6.5566
91 C -0.6046 -11.6704 11.3076
92 O -0.4013 -11.6473 9.8851
93 C 0.9540 -11.6429 9.4412
94 C 1.5403 -10.1687 9.3051
95 N 1.2763 -9.5165 8.0397
96 C 1.9328 -9.9702 6.8565
97 C 3.1618 -9.1371 6.6425
98 O 3.7936 -9.3049 5.4743
99 C 5.2342 -9.0807 5.4095
100 H -0.0751 -12.4373 11.8729
101 H -1.6554 -11.8673 11.5204
102 H -0.2361 -10.6576 11.4702
103 H 0.8166 -12.0409 8.4359
104 H 1.5193 -12.3138 10.0881
105 H 2.5845 -10.1918 9.6169
106 H 1.1029 -9.5292 10.0718
107 H 0.3101 -9.2665 7.8845
108 H 1.3183 -9.6258 6.0247
109 H 2.0101 -11.0543 6.7745
110 H 3.7670 -9.5516 7.4488
111 H 3.0326 -8.0548 6.6485
112 H 5.4013 -8.0037 5.3982
113 H 5.7877 -9.4540 4.5479
114 H 5.6590 -9.5330 6.3056
115 C -2.5694 -3.9042 10.6646
116 O -3.3144 -3.7224 9.4753
117 C -3.4496 -4.9691 8.6958
118 C -4.2788 -6.1244 9.1573
119 N -3.8765 -7.3933 8.4707
120 C -4.8779 -7.8367 7.4453
121 C -4.3878 -9.0461 6.5977
122 O -5.5659 -9.4430 5.9996
123 C -5.3628 -10.0325 4.7297
124 H -1.6725 -4.4445 10.3617
125 H -3.0540 -4.5888 11.3607
126 H -2.1447 -3.1023 11.2685
127 H -2.4827 -5.4048 8.4444
128 H -3.9884 -4.6350 7.8091
129 H -5.3136 -5.9668 8.8534
130 H -4.1436 -6.2618 10.2301
131 H -3.6467 -8.1365 9.1149
132 H -5.2364 -7.1447 6.6832
133 H -5.6967 -8.2041 8.0639
134 H -4.0245 -9.9536 7.0801
135 H -3.5992 -8.7934 5.8890
136 H -4.7928 -9.3821 4.0662
137 H -6.2264 -10.3702 4.1568
138 H -4.7380 -10.9173 4.8514
139 C 0.9194 -0.4255 3.0988
140 O 0.5414 0.6069 2.3035
141 C 1.1147 0.3926 0.9508
142 C 0.3345 1.3797 0.0557
143 N -1.0641 1.2772 0.2693
144 C -1.7805 2.3835 -0.3910
145 C -3.2857 2.2213 -0.4487
146 O -3.9206 3.4553 -0.9266
147 C -3.9020 4.5517 -0.0417
148 H 1.9864 -0.6332 3.1794
149 H 0.2860 -1.2859 2.8830
150 H 0.6637 -0.2899 4.1497
151 H 1.0292 -0.6279 0.5773
152 H 2.1339 0.7731 0.8843
153 H 0.4704 1.1199 -0.9941
154 H 0.7391 2.3626 0.2971
155 H -1.3028 1.1859 1.2465
156 H -1.5203 2.3456 -1.4488
157 H -1.5306 3.3636 0.0150
158 H -3.8007 2.0170 0.4900
159 H -3.5678 1.3328 -1.0137
160 H -4.3691 4.3753 0.9272
161 H -4.4405 5.4052 -0.4535
162 H -2.9408 4.9778 0.2458
163 C 4.1060 4.5205 -9.8701
164 O 4.3228 5.6832 -10.6135
165 C 5.5736 5.7061 -11.3494
166 C 5.6665 4.8008 -12.5262
167 N 7.0226 4.9796 -13.1022
168 C 7.7358 3.7136 -13.3507
169 C 7.6900 3.2349 -14.7557
170 O 7.3632 4.2940 -15.6779
171 C 7.5537 3.9863 -17.0246
172 H 3.5422 4.7509 -8.9661
173 H 5.0242 3.9712 -9.6618
174 H 3.4537 3.9231 -10.5071
175 H 6.3382 5.5831 -10.5823
176 H 5.7636 6.7286 -11.6758
177 H 4.8198 4.7838 -13.2124
178 H 5.2687 3.8167 -12.2784
179 H 6.7789 5.1627 -14.0651
180 H 7.4666 2.9670 -12.6035
181 H 8.7473 3.8518 -12.9688
182 H 6.7925 2.6195 -14.6941
183 H 8.6113 2.7172 -15.0225
184 H 7.1814 4.8809 -17.5239
185 H 6.9898 3.0828 -17.2561
186 H 8.5808 3.9248 -17.3844

Atomic partial charges in e from the Löwdin method, atoms 1 to 4:
1. C -0.04
2. C -0.39
3. C -0.03
4. C -0.14



Record 3
C4H12N2O | ωB97M-V/def2-TZVPD

Properties
DFT total energy = -344.31084 hartree
net charge = 0
LUMO energy = 0.725 eV
SMILES = CC/C(N)=C/N.O
energy relative to the best compared isomer or geometry (same formula, charge and spin) = 46.6 kcal/mol

CARTESIAN COORDINATES (ANGSTROEM)
1 C -0.7410 2.2064 -2.0001
2 C -1.2335 0.9495 -1.2170
3 C -0.1871 -0.1157 -1.0209
4 N 1.1007 0.2843 -0.6901
5 C -0.6115 -1.3929 -1.0890
6 N 0.2268 -2.4641 -1.5347
7 H -0.4184 2.9704 -1.3074
8 H -1.6082 2.5887 -2.5013
9 H -0.0259 1.9596 -2.7825
10 H -2.1293 0.5271 -1.6491
11 H -1.5455 1.4094 -0.2702
12 H 1.5751 -0.2370 0.0284
13 H 1.1990 1.2616 -0.4612
14 H -1.6564 -1.6403 -0.9839
15 H 0.4388 -3.1121 -0.7780
16 H 1.1211 -2.1612 -1.8919
17 O 1.7845 -0.9328 7.0232
18 H 1.7531 -1.6077 6.3369
19 H 0.9576 -0.4932 6.7888

Atomic partial charges in e from the natural (NBO) method, atoms 1 to 4:
1. C -0.61
2. C -0.43
3. C 0.13
4. N -0.83



Record 4
C4H12NS | ωB97M-V/def2-TZVPD

Properties
DFT total energy = -612.22759 hartree
net charge = +1
LUMO energy = -3.173 eV
energy relative to the best compared isomer or geometry (same formula, charge and spin) = 48.4 kcal/mol

CARTESIAN COORDINATES (ANGSTROEM)
1 C 0.0767 0.6308 -1.5348
2 C 1.5676 0.9890 0.3562
3 C -1.1837 -1.6617 1.0633
4 C 0.1702 0.6711 -0.0439
5 N -0.0891 -1.1361 0.2752
6 S -1.0346 1.5354 0.8392
7 H -0.7870 0.0956 -1.8596
8 H 1.0502 0.3489 -2.0158
9 H -0.0832 1.5603 -2.0550
10 H 1.8681 0.2029 1.1130
11 H 1.8320 2.0335 0.7571
12 H 2.2527 1.0536 -0.3655
13 H -0.9377 -1.5984 2.1240
14 H -1.9628 -0.8360 0.9004
15 H -1.4976 -2.5318 0.5945
16 H -0.1648 -1.6249 -0.6516
17 H 0.8558 -1.3913 0.7095
18 H -1.9329 1.6591 -0.2063

Atomic partial charges in e from the natural (NBO) method, atoms 1 to 4:
1. C -0.70
2. C -0.69
3. C -0.43
4. C 0.05